1.
Formula: C28H49FeGe2NO7P2S
Source: the OMol25 dataset
Level of theory: ωB97M-V/def2-TZVPD

LUMO energy (spin up / spin down), eV: -5.77 / -6.04
Multiplicity: 5
<S²>: 6.010
Strongest force on any atom, hartree/bohr: 0.0145
Total charge: +2
Energy relative to the best compared isomer or geometry (same formula, charge and spin), kcal/mol: 0.0

XYZ file:
```
91
Properties=species:S:1:pos:R:3:forces:R:3:mulliken_charge:R:1
Fe -0.147 0.635 -0.397 0.39 0.38 0.42 1.628
C 2.015 -5.291 -0.255 -0.06 -0.03 0.02 -1.137
C 2.933 -4.177 0.181 0.01 0.05 -0.09 0.451
C 3.211 -4.135 1.664 -0.02 -0.02 0.06 -1.235
O 2.426 -2.854 -0.273 0.20 -0.09 -0.03 -0.388
P 1.057 -2.154 -0.197 -0.07 0.11 0.09 -0.206
O 1.283 -0.713 -0.603 -0.32 -0.24 -0.18 -0.587
C 0.368 -2.333 1.451 -0.12 -0.10 -0.06 -0.669
P -1.107 -1.371 1.837 0.24 0.38 -0.11 0.212
O -1.186 -0.060 1.080 -0.27 -0.51 0.05 -0.679
O -2.245 -2.364 1.480 -0.13 -0.03 -0.11 0.120
C -3.660 -1.953 1.310 0.00 -0.01 0.05 0.546
C -4.501 -3.093 1.825 -0.06 -0.05 0.00 -1.336
C -3.885 -1.653 -0.152 -0.01 0.03 -0.12 -0.936
O -1.106 -0.993 3.330 -0.07 -0.01 0.32 -0.369
C -0.983 -1.784 4.584 -0.02 0.11 -0.10 0.424
C -1.736 -3.088 4.502 0.00 -0.08 0.00 -1.053
C 0.480 -1.932 4.927 0.05 -0.05 0.02 -1.194
O -0.034 -2.863 -1.066 0.08 0.00 -0.13 0.288
C 0.068 -2.912 -2.544 -0.06 0.02 -0.05 0.584
C -0.481 -4.249 -2.972 -0.04 -0.07 -0.02 -1.444
C -0.711 -1.750 -3.118 -0.01 0.21 -0.02 -0.777
H 2.482 -6.244 -0.005 0.00 0.00 0.00 0.523
H 1.849 -5.272 -1.331 0.05 0.01 0.02 0.209
H 1.048 -5.253 0.252 0.01 0.01 0.01 0.220
H 3.873 -4.243 -0.362 0.01 0.04 -0.03 0.428
H 2.294 -4.169 2.253 0.00 -0.01 0.00 0.159
H 3.786 -3.249 1.933 0.00 0.00 -0.01 0.366
H 3.799 -5.012 1.932 0.01 0.01 0.00 0.494
H 1.147 -2.091 2.173 0.01 0.07 -0.02 0.391
H 0.074 -3.381 1.545 0.11 -0.04 0.14 0.687
H -3.819 -1.058 1.915 0.05 0.02 0.03 0.358
H -4.291 -4.004 1.263 0.00 0.01 -0.01 0.302
H -5.556 -2.849 1.703 0.00 0.00 0.00 0.431
H -4.320 -3.285 2.881 -0.02 0.01 -0.05 0.294
H -3.684 -2.541 -0.754 -0.02 0.00 0.01 0.253
H -3.251 -0.835 -0.498 0.00 -0.03 0.04 -0.175
H -4.925 -1.362 -0.305 0.00 -0.02 -0.01 0.555
H -1.464 -1.125 5.303 -0.01 0.04 -0.01 0.403
H -1.310 -3.762 3.754 0.01 0.02 0.02 0.215
H -2.790 -2.936 4.276 0.06 0.03 0.05 0.129
H -1.664 -3.581 5.471 -0.02 -0.02 0.00 0.531
H 0.963 -2.701 4.321 -0.01 0.00 -0.01 0.177
H 0.567 -2.241 5.969 0.00 -0.01 0.00 0.498
H 1.012 -0.989 4.806 -0.02 0.01 0.00 0.325
H 1.123 -2.827 -2.813 0.04 0.00 0.08 0.463
H -1.518 -4.351 -2.648 0.00 0.00 -0.01 0.290
H 0.096 -5.073 -2.558 -0.03 0.02 -0.01 0.286
H -0.450 -4.324 -4.059 -0.01 0.00 0.01 0.433
H -1.773 -1.836 -2.889 -0.02 -0.04 0.02 0.205
H -0.591 -1.721 -4.202 -0.04 -0.08 0.00 0.549
H -0.345 -0.789 -2.745 0.05 -0.05 0.02 -0.306
C 1.945 4.409 -3.987 -0.01 0.11 -0.12 -1.089
Ge 2.594 3.249 -2.575 -0.05 -0.01 0.16 0.548
C 2.605 1.379 -3.123 0.04 -0.13 -0.08 -0.865
C 4.297 3.830 -1.864 0.15 0.04 0.06 -1.183
Ge 0.983 3.428 -0.747 -0.08 -0.06 -0.15 -0.334
C 0.768 5.047 0.239 -0.05 0.26 0.19 0.672
C 0.247 5.062 1.534 0.05 0.11 0.02 -0.139
C 0.043 6.267 2.191 0.02 -0.03 -0.03 -0.845
C 0.356 7.463 1.558 -0.01 -0.02 0.01 -0.511
C 0.881 7.459 0.274 0.02 -0.04 -0.03 -0.689
C 1.088 6.254 -0.384 -0.02 0.04 0.07 -0.346
C -0.795 2.687 -1.265 0.00 -0.03 -0.04 -1.148
C -1.056 2.223 -2.568 0.09 -0.08 0.09 0.961
C -2.333 1.816 -2.949 0.02 -0.02 0.05 -0.990
C -3.368 1.851 -2.028 -0.04 0.01 0.00 -0.494
C -3.132 2.269 -0.721 0.04 -0.03 -0.03 -0.929
C -1.862 2.678 -0.340 0.01 0.00 -0.10 0.518
H 2.562 4.256 -4.873 -0.02 0.02 -0.01 0.461
H 2.027 5.455 -3.693 -0.01 0.01 -0.04 0.413
H 0.908 4.202 -4.249 0.00 0.01 -0.02 0.338
H 3.598 1.131 -3.501 -0.02 0.00 -0.04 0.524
H 1.887 1.211 -3.926 0.01 -0.05 0.02 0.365
H 2.393 0.701 -2.296 0.01 -0.01 -0.01 -0.068
H 4.956 4.103 -2.688 0.02 -0.01 0.02 0.424
H 4.772 3.034 -1.291 0.02 0.02 0.02 0.375
H 4.171 4.702 -1.222 0.04 0.01 -0.01 0.407
H 0.013 4.136 2.050 -0.02 -0.01 -0.01 0.327
H -0.356 6.275 3.196 0.00 0.00 0.00 0.418
H 0.195 8.402 2.071 0.01 0.00 0.00 0.400
H 1.135 8.392 -0.211 -0.01 -0.01 -0.01 0.431
H 1.504 6.264 -1.386 -0.01 -0.01 0.00 0.236
H -0.258 2.206 -3.302 0.00 0.03 -0.01 0.314
H -2.517 1.485 -3.963 0.01 0.01 0.00 0.527
H -4.365 1.554 -2.327 0.00 0.00 0.01 0.469
H -3.942 2.292 -0.005 0.00 0.00 0.01 0.520
H -1.700 3.020 0.676 0.01 0.03 -0.01 0.365
O 1.902 0.346 2.273 -0.06 -0.27 0.05 -0.331
S 2.167 1.635 1.684 0.32 0.32 0.25 0.197
N 1.264 2.017 0.562 -0.42 -0.22 -0.58 -0.185
```
Positions in Å, forces in eV/Å.

***

2.
Formula: C28H49N2OP3STb
Source: the OMol25 dataset
Level of theory: ωB97M-V/def2-TZVPD

LUMO energy (spin up / spin down), eV: -8.59 / -8.26
Multiplicity: 7
<S²>: 12.698
Strongest force on any atom, hartree/bohr: 0.0753
Total charge: +3
Energy relative to the best compared isomer or geometry (same formula, charge and spin), kcal/mol: 0.0

XYZ file:
```
85
Properties=species:S:1:pos:R:3:forces:R:3:mulliken_charge:R:1
Tb -0.200 -0.329 -0.116 -1.15 -0.66 -1.66 -0.319
P -1.680 0.751 2.022 -0.81 1.04 1.11 1.121
P 2.101 -0.943 1.220 2.02 -0.36 0.85 1.006
P -1.127 -3.737 2.517 -1.11 0.38 -0.46 0.989
H -3.930 -3.897 -3.360 0.55 0.10 -0.20 0.305
C -3.777 -3.998 -2.297 -0.50 1.18 1.32 -0.579
C -4.042 -2.961 -1.444 -1.99 -2.96 -1.51 -0.644
H -4.305 -1.961 -1.805 -0.31 -0.63 0.18 0.395
C -2.214 2.454 1.583 0.13 0.10 -0.25 -1.403
C -0.751 1.133 3.549 0.23 0.10 0.15 -1.065
C -3.252 0.156 2.738 -0.20 -0.52 -0.24 -1.182
C 3.061 -2.378 0.630 -0.05 -0.19 -0.16 -1.164
C 3.368 0.334 0.885 -0.02 0.43 -0.22 -1.473
C 2.313 -1.071 3.027 -0.12 0.00 0.21 -1.297
C -2.506 -4.865 2.639 0.01 -0.78 0.32 -1.221
C -0.920 -2.716 3.989 0.07 0.07 0.24 -0.596
C 0.392 -4.505 1.955 0.16 -0.21 0.13 -0.955
H -3.459 -4.975 -1.909 -0.52 0.36 -0.22 0.233
H -4.250 -3.251 -0.403 0.08 0.54 -0.59 0.266
H -2.754 2.478 0.629 0.07 -0.01 0.20 0.383
H -1.333 3.098 1.507 -0.15 -0.01 -0.06 0.280
H -2.872 2.830 2.384 0.30 -0.11 -0.33 0.561
H 0.233 1.559 3.308 -0.26 -0.06 0.18 0.118
H -0.609 0.225 4.148 -0.01 0.28 -0.07 0.292
H -1.325 1.870 4.136 0.27 -0.30 -0.13 0.489
H -3.789 -0.422 1.976 -0.08 0.11 0.25 0.293
H -3.865 1.021 3.034 0.23 -0.38 -0.04 0.437
H -3.076 -0.477 3.617 -0.10 0.18 -0.26 0.396
H 4.079 -2.253 1.031 -0.32 -0.26 -0.20 0.422
H 3.093 -2.388 -0.469 0.09 -0.07 0.31 0.397
H 2.629 -3.320 0.983 0.22 0.19 -0.20 0.296
H 4.339 -0.097 1.167 -0.23 0.18 -0.07 0.576
H 3.185 1.240 1.475 0.08 -0.28 -0.19 0.337
H 3.398 0.611 -0.177 0.03 -0.04 0.22 0.393
H 3.367 -0.839 3.245 -0.35 -0.17 0.08 0.492
H 2.089 -2.092 3.364 0.11 0.31 0.04 0.416
H 1.667 -0.353 3.550 0.26 -0.23 -0.05 0.246
H -2.273 -5.772 3.216 -0.18 0.31 -0.11 0.419
H -2.774 -5.147 1.614 0.09 -0.07 0.12 0.375
H -3.378 -4.354 3.065 0.23 -0.03 0.05 0.377
H -0.724 -3.367 4.858 -0.06 0.29 -0.26 0.495
H -1.828 -2.112 4.180 0.43 -0.51 -0.14 0.260
H -0.065 -2.035 3.851 -0.30 -0.30 0.07 -0.119
H 0.394 -5.552 2.255 0.12 -0.08 -0.01 0.547
H 1.276 -4.022 2.368 -0.13 -0.04 0.19 0.270
H 0.453 -4.439 0.868 -0.12 -0.09 0.04 0.247
C -1.268 -2.452 -1.728 -0.12 0.17 -0.27 0.852
C -0.727 -3.758 -1.707 0.13 0.56 -0.48 -0.904
C -0.096 -4.240 -2.856 -0.09 -0.19 -0.02 -0.918
C -0.103 -3.517 -4.056 -0.01 0.09 -0.10 -0.603
C -0.734 -2.270 -4.112 0.19 0.01 0.24 -0.833
C -1.285 -1.714 -2.948 0.05 -0.29 0.44 -0.212
S -2.265 -1.889 -0.353 2.17 1.50 0.39 -0.139
H -1.642 -2.992 1.405 0.71 0.28 0.64 -0.203
H -0.912 -4.413 -0.849 0.28 0.33 -0.30 0.772
H 0.352 -5.234 -2.844 -0.16 0.21 -0.01 0.516
H 0.344 -3.956 -4.966 -0.32 0.31 0.65 0.440
H -0.822 -1.729 -5.058 0.10 -0.20 0.34 0.492
H -1.842 -0.766 -3.004 0.30 -0.45 0.08 0.548
C 2.970 5.240 -1.852 0.44 0.52 -0.30 -0.831
N 2.336 4.275 -0.986 0.10 0.16 0.14 0.205
N 1.463 3.359 -1.489 -0.40 -0.40 0.41 0.635
C 0.992 2.618 -0.451 0.80 1.05 0.26 0.337
O 0.160 1.654 -0.680 -0.14 0.09 0.26 0.059
C 1.593 3.117 0.733 -0.92 -1.10 -0.59 -0.718
C 2.447 4.132 0.337 -0.13 0.28 -0.24 0.797
C 3.344 4.992 1.139 0.35 0.29 0.63 -1.831
C 0.737 3.653 -2.687 -0.63 -0.19 -0.62 -0.227
C 1.409 3.625 -3.903 0.20 0.14 0.27 -0.089
C 0.767 4.111 -5.034 -0.44 -0.01 -0.13 -0.889
C -0.578 4.521 -4.962 0.59 -0.20 0.65 -0.530
C -1.257 4.483 -3.733 -0.05 -0.23 -0.04 -0.794
C -0.614 4.018 -2.587 0.71 0.29 0.04 -0.136
H 3.772 5.701 -1.285 0.03 0.04 -0.03 0.437
H 2.276 6.015 -2.183 -0.07 -0.12 0.11 0.303
H 3.397 4.760 -2.732 0.01 0.02 0.25 0.320
H 1.375 2.722 1.720 0.31 0.34 -0.16 0.424
H 4.409 4.760 0.947 -0.47 0.13 0.06 0.363
H 3.173 6.063 0.927 0.10 -0.48 0.11 0.459
H 3.143 4.819 2.209 0.16 0.13 -0.46 0.418
H 2.451 3.280 -3.920 -0.53 0.17 -0.20 0.618
H 1.337 4.177 -5.960 -0.36 -0.08 0.11 0.431
H -1.086 4.877 -5.845 0.01 0.09 -0.05 0.448
H -2.290 4.829 -3.649 0.35 -0.17 -0.18 0.422
H -1.088 3.996 -1.598 0.03 0.13 -0.52 0.450
```
Positions in Å, forces in eV/Å.

***

3.
Formula: C28H49N4O6
Source: the OMol25 dataset
Level of theory: ωB97M-V/def2-TZVPD

LUMO energy (spin up / spin down), eV: -4.22 / -4.22
Multiplicity: 3
<S²>: 2.008
Strongest force on any atom, hartree/bohr: 0.0327
Total charge: +1

XYZ file:
```
87
Properties=species:S:1:pos:R:3:forces:R:3:mulliken_charge:R:1
C -0.488 -2.678 2.230 -0.31 -0.22 -0.07 -0.856
N -1.205 -3.274 1.110 -0.01 0.01 -0.19 -0.265
C -0.985 -2.661 -0.176 0.13 0.45 0.27 -1.396
C -1.120 -1.156 -0.147 0.52 -0.44 -0.30 0.260
C -2.291 -0.536 0.181 -0.09 -0.66 0.14 -0.657
C -2.347 0.821 0.225 -0.05 0.56 -0.27 1.039
C -3.633 1.461 0.612 -0.03 0.29 -0.15 0.215
O -4.441 0.871 1.244 -0.68 -0.50 0.70 -0.526
O -3.745 2.711 0.168 0.53 0.97 0.41 -0.521
C -1.225 1.572 -0.058 0.03 0.25 -0.01 0.252
C -0.059 0.945 -0.386 0.47 -0.14 -0.35 -0.133
C 1.197 1.712 -0.657 -0.47 0.07 0.22 -1.483
C 1.760 2.094 0.692 -0.23 -0.44 0.17 0.693
O 1.595 1.397 1.658 0.05 -0.14 0.19 -0.543
O 2.377 3.259 0.727 0.15 0.27 0.06 -0.468
N -0.043 -0.399 -0.436 -0.46 -0.15 0.20 0.346
H -0.381 -3.413 3.012 0.11 -0.28 0.26 0.350
H -0.989 -1.822 2.675 -0.04 0.37 -0.04 0.276
H 0.504 -2.387 1.912 0.32 0.09 -0.07 0.282
H -2.190 -3.368 1.300 -0.08 -0.12 0.08 0.360
H -1.712 -3.016 -0.891 -0.15 -0.35 -0.24 0.467
H 0.005 -2.900 -0.555 0.23 -0.24 -0.11 0.351
H -3.158 -1.122 0.414 -0.31 -0.18 0.09 0.599
H -4.025 3.300 0.900 -0.43 -0.20 -0.21 0.258
H -1.256 2.643 -0.007 -0.05 0.31 -0.05 0.735
H 1.919 1.132 -1.208 0.33 -0.17 -0.25 0.451
H 0.928 2.592 -1.225 0.19 0.26 -0.22 0.422
H 2.545 3.411 1.673 0.34 0.22 -0.10 0.442
H 0.804 -0.893 -0.690 0.16 0.07 -0.03 -0.030
C 1.878 -7.005 -3.564 0.09 0.11 0.16 -1.719
C 1.427 -5.694 -4.273 -0.05 -1.23 0.38 1.874
C 2.109 -5.509 -5.636 0.21 0.42 -0.30 -1.395
C 3.533 -4.946 -5.619 -0.06 -0.10 0.18 -0.526
C 3.633 -3.737 -4.689 -0.13 -0.03 -0.48 -1.276
C 3.103 -4.047 -3.293 0.89 -0.29 0.84 1.829
N 1.690 -4.521 -3.382 -0.09 0.82 -1.46 0.650
O 0.892 -3.539 -3.641 -0.18 -0.05 0.65 -0.647
C 4.030 -5.077 -2.624 -0.10 -0.14 -0.02 -2.024
C 3.160 -2.808 -2.409 -0.29 0.35 -0.03 -2.057
C -0.069 -5.832 -4.525 -0.23 0.31 -0.01 -2.011
H 2.236 -6.822 -2.554 0.01 0.04 -0.03 0.331
H 1.043 -7.694 -3.449 -0.06 0.01 -0.18 0.488
H 2.663 -7.527 -4.113 0.03 0.05 0.01 0.349
H 1.498 -4.825 -6.232 -0.07 0.03 0.09 0.423
H 2.092 -6.465 -6.160 -0.05 -0.05 0.03 0.391
H 4.253 -5.716 -5.331 0.00 0.01 0.07 0.290
H 3.806 -4.644 -6.631 0.00 -0.04 -0.01 0.420
H 4.669 -3.404 -4.613 0.03 -0.01 0.08 0.423
H 3.070 -2.904 -5.123 -0.11 -0.02 0.10 0.354
H 3.688 -5.319 -1.617 -0.01 0.01 0.01 0.376
H 5.032 -4.655 -2.548 -0.02 0.11 0.01 0.424
H 4.127 -6.005 -3.179 -0.02 0.02 -0.02 0.448
H 2.586 -1.981 -2.829 -0.02 -0.08 -0.05 0.415
H 4.194 -2.481 -2.312 0.07 -0.06 0.01 0.457
H 2.781 -3.030 -1.407 0.00 -0.05 0.00 0.413
H -0.633 -5.869 -3.592 0.05 -0.02 0.02 0.446
H -0.237 -6.764 -5.062 0.03 -0.08 0.00 0.495
H -0.465 -5.024 -5.138 0.04 0.06 0.11 0.366
C -0.979 4.640 5.507 -0.08 0.16 -0.04 -1.861
C -1.647 3.918 4.301 0.51 0.18 1.23 2.241
C -0.640 3.572 3.197 0.09 0.06 -0.58 -1.003
C -0.262 4.703 2.230 -0.21 0.05 0.31 -0.244
C -1.501 5.461 1.752 0.27 -0.45 -0.16 -1.163
C -2.369 5.935 2.910 0.12 1.24 0.37 1.483
N -2.751 4.759 3.750 0.24 -0.95 -1.37 0.468
O -3.635 4.033 3.160 -0.33 0.09 0.07 -0.614
C -1.606 7.006 3.709 0.12 -0.15 0.12 -2.004
C -3.627 6.622 2.395 -0.25 -0.24 -0.13 -1.732
C -2.204 2.605 4.840 -0.26 -0.17 -0.16 -1.987
H -1.477 5.574 5.749 -0.01 -0.01 -0.05 0.347
H -1.048 4.037 6.410 0.06 -0.16 -0.08 0.521
H 0.077 4.855 5.334 -0.02 0.03 -0.04 0.344
H -1.069 2.762 2.599 -0.12 -0.05 0.02 -0.104
H 0.256 3.155 3.661 -0.03 -0.03 0.07 0.475
H 0.455 5.385 2.694 -0.05 0.06 0.01 0.435
H 0.245 4.278 1.364 0.06 0.01 -0.04 0.203
H -1.209 6.318 1.143 -0.03 0.09 0.03 0.616
H -2.090 4.807 1.098 -0.09 0.01 0.08 0.039
H -2.203 7.370 4.543 -0.03 0.00 0.00 0.394
H -1.394 7.850 3.053 -0.10 0.01 -0.07 0.441
H -0.649 6.670 4.100 -0.02 -0.01 -0.03 0.406
H -4.223 5.973 1.755 0.01 -0.02 0.06 0.270
H -3.344 7.496 1.811 0.07 0.04 0.01 0.422
H -4.254 6.955 3.222 -0.01 -0.03 0.01 0.440
H -3.006 2.775 5.558 0.01 0.05 0.00 0.504
H -1.396 2.078 5.346 0.07 0.02 0.04 0.507
H -2.581 1.953 4.053 -0.09 0.11 0.00 0.230
```
Positions in Å, forces in eV/Å.